{"formula": "C32H36AlFN4OSeSi", "method": "wB97M-V/def2-TZVPD", "relative_energy_ev": 0.1227, "energy_ha": -4568.74896, "largest_force_ev_per_a": 0.587, "total_charge": 0, "gap_ev": 7.00, "elements": ["Al", "C", "C", "N", "N", "C", "O", "C", "C", "C", "C", "C", "C", "C", "C", "C", "C", "C", "N", "H", "H", "H", "H", "H", "H", "H", "H", "H", "H", "H", "H", "C", "Si", "C", "C", "N", "C", "C", "C", "C", "C", "C", "F", "H", "H", "H", "H", "H", "H", "H", "H", "H", "H", "H", "H", "H", "C", "C", "C", "C", "C", "C", "Se", "C", "C", "C", "H", "H", "H", "H", "H", "H", "H", "H", "H", "H", "H"], "xyz": [[0.272734, -0.469737, -0.304990], [-3.249566, -1.364522, -2.587704], [-2.159343, -0.750191, -1.784166], [-1.109220, -1.366474, -1.383683], [-0.877167, -2.681675, -1.644068], [0.369463, -2.953727, -1.234019], [1.155506, -2.064660, -0.741105], [0.856404, -4.342317, -1.360042], [2.149240, -4.642443, -0.943179], [2.622621, -5.940832, -1.043056], [1.806533, -6.939736, -1.554925], [0.514000, -6.641952, -1.968436], [0.037322, -5.345807, -1.872293], [-2.199489, 0.665754, -1.345348], [-3.239822, 1.527888, -1.633666], [-3.176730, 2.829470, -1.146343], [-2.103224, 3.212000, -0.367308], [-1.104425, 2.282717, -0.112164], [-1.136526, 1.056881, -0.615687], [-3.002974, -2.401364, -2.796561], [-3.381726, -0.826555, -3.528602], [-4.195485, -1.323139, -2.043174], [2.764413, -3.850256, -0.539745], [3.627986, -6.175163, -0.718698], [2.177466, -7.953970, -1.630987], [-0.121459, -7.423150, -2.364594], [-0.965892, -5.096175, -2.187801], [-4.080285, 1.192497, -2.224017], [-3.971185, 3.529672, -1.368469], [-2.022642, 4.207889, 0.042950], [-0.259635, 2.521836, 0.516539], [-2.689469, 0.554053, 2.436488], [-1.618804, -0.985181, 2.251873], [-2.648688, -2.230017, 1.285218], [-1.265268, -1.679868, 3.954523], [-0.086009, -0.649349, 1.492478], [1.036512, -0.683404, 2.357490], [1.456196, 0.452302, 3.050994], [2.554576, 0.433517, 3.897246], [3.273345, -0.740295, 4.069693], [2.877011, -1.890981, 3.404390], [1.774151, -1.845089, 2.576088], [1.380796, -2.989020, 1.978190], [-3.598501, 0.314571, 2.995050], [-3.004893, 0.946368, 1.466796], [-2.166893, 1.348249, 2.974981], [-3.272379, -2.795918, 1.981350], [-2.027923, -2.942890, 0.739619], [-3.319720, -1.750347, 0.567408], [-2.190497, -1.927953, 4.478679], [-0.700302, -0.973604, 4.565987], [-0.669186, -2.592472, 3.876201], [0.875793, 1.359190, 2.914327], [2.851021, 1.334073, 4.419293], [4.136395, -0.764739, 4.721335], [3.405236, -2.827364, 3.525648], [0.428216, 6.655670, -1.446661], [0.855803, 5.212818, -1.417994], [0.507295, 4.336583, -2.432802], [0.902362, 2.999370, -2.417069], [0.517203, 2.113559, -3.569615], [1.654452, 2.520357, -1.339576], [2.169466, 0.666541, -1.250734], [2.082954, 3.409623, -0.337881], [3.001390, 2.980092, 0.771612], [1.655367, 4.731322, -0.386040], [-0.295613, 6.837195, -2.240784], [1.283374, 7.312232, -1.618267], [-0.022851, 6.954477, -0.498707], [-0.085045, 4.698221, -3.267238], [-0.066451, 2.669379, -4.303842], [-0.066107, 1.255393, -3.234014], [1.401062, 1.699355, -4.056750], [2.671883, 2.051513, 1.232719], [3.072713, 3.757138, 1.533127], [4.003427, 2.780750, 0.385210], [1.969731, 5.411821, 0.399300]], "forces_ev_per_angstrom": [[0.356, 0.293, -0.001], [0.020, -0.029, -0.001], [0.087, 0.022, 0.049], [-0.090, 0.029, -0.145], [0.543, -0.079, 0.096], [-0.312, 0.306, -0.068], [-0.384, -0.443, -0.040], [0.005, 0.027, -0.022], [0.001, 0.002, 0.006], [0.000, -0.003, 0.003], [0.002, -0.006, -0.003], [0.001, 0.002, 0.005], [0.004, 0.003, -0.006], [0.119, -0.076, -0.055], [0.004, 0.067, 0.015], [-0.029, -0.040, -0.032], [0.028, -0.012, 0.046], [-0.056, 0.015, -0.004], [-0.264, -0.194, 0.033], [-0.007, 0.003, -0.001], [-0.001, 0.005, 0.001], [-0.001, 0.003, 0.009], [0.004, -0.003, 0.002], [0.002, 0.002, 0.000], [-0.002, -0.001, 0.000], [-0.002, 0.000, -0.002], [-0.002, -0.004, -0.002], [-0.001, -0.005, 0.000], [-0.004, 0.000, 0.006], [-0.003, 0.002, 0.002], [0.069, 0.028, -0.008], [0.028, -0.042, 0.016], [0.020, -0.018, 0.061], [0.048, 0.027, -0.046], [0.008, -0.024, -0.026], [-0.082, -0.019, 0.044], [0.051, 0.108, -0.069], [-0.017, -0.004, 0.019], [-0.003, -0.013, -0.002], [0.011, 0.014, -0.004], [0.012, 0.001, 0.015], [0.017, -0.010, -0.003], [-0.026, -0.012, 0.018], [0.005, -0.015, 0.020], [0.005, 0.028, -0.013], [0.008, 0.011, -0.012], [-0.024, 0.016, 0.013], [-0.012, -0.021, 0.038], [0.005, 0.002, 0.011], [-0.027, 0.027, -0.010], [-0.032, -0.001, 0.025], [-0.020, -0.007, 0.004], [0.056, -0.002, -0.012], [-0.006, 0.009, -0.006], [0.002, -0.006, 0.004], [-0.010, -0.010, -0.011], [-0.004, -0.002, 0.001], [0.023, 0.011, 0.006], [0.040, -0.018, 0.009], [-0.002, -0.014, -0.043], [-0.056, -0.019, 0.047], [0.219, 0.099, 0.063], [-0.154, 0.018, 0.000], [-0.064, 0.019, -0.064], [-0.028, -0.031, 0.001], [-0.019, 0.030, -0.020], [-0.004, 0.001, 0.000], [-0.001, 0.004, -0.002], [-0.002, 0.003, 0.001], [-0.008, -0.005, -0.001], [0.011, 0.001, -0.005], [-0.040, -0.047, 0.010], [0.007, 0.014, 0.006], [-0.038, -0.024, 0.052], [0.018, -0.003, -0.003], [-0.007, 0.013, -0.019], [0.007, -0.003, 0.005]]}


{"formula": "C32H36GeN2O5Pd", "method": "wB97M-V/def2-TZVPD", "relative_energy_ev": 1.2946, "energy_ha": -3931.51719, "largest_force_ev_per_a": 0.199, "total_charge": -2, "gap_ev": 4.72, "elements": ["Pd", "N", "C", "C", "N", "H", "H", "H", "H", "H", "H", "H", "H", "C", "O", "C", "C", "C", "C", "C", "C", "O", "C", "O", "C", "H", "H", "H", "H", "H", "H", "H", "H", "H", "O", "C", "O", "C", "C", "Ge", "C", "C", "C", "C", "C", "C", "C", "C", "C", "C", "C", "C", "C", "C", "C", "C", "C", "C", "H", "H", "H", "H", "H", "H", "H", "H", "H", "H", "H", "H", "H", "H", "H", "H", "H", "H", "H"], "xyz": [[-0.092982, 0.016767, 0.449653], [-0.288206, 2.023555, 2.104828], [0.666028, 3.063258, 2.424340], [2.087052, 2.514946, 2.529779], [2.681898, 2.010142, 1.301959], [-1.208543, 2.370875, 1.873036], [-0.379432, 1.327148, 2.841438], [0.443207, 3.595832, 3.368206], [0.634407, 3.815412, 1.625812], [2.088951, 1.693001, 3.250105], [2.719072, 3.314296, 2.942866], [2.346205, 1.065260, 1.132067], [2.362326, 2.545501, 0.501293], [-5.324094, -0.410169, -4.039618], [-4.299838, -1.245552, -4.520458], [-3.056577, -1.101753, -3.933613], [-2.081506, -2.007106, -4.387674], [-0.824252, -1.919428, -3.824882], [-0.469333, -0.967076, -2.866385], [0.908401, -0.932720, -2.352612], [1.723571, -2.224112, -2.403296], [1.440996, 0.063653, -1.891476], [-1.471377, -0.051081, -2.370958], [-1.272512, 0.780638, -1.445883], [-2.778124, -0.165041, -2.972989], [-6.224960, -0.681766, -4.588884], [-5.095811, 0.646429, -4.214482], [-5.492351, -0.555516, -2.968223], [-2.334998, -2.741665, -5.139697], [-0.067933, -2.620576, -4.161848], [1.143111, -3.078726, -2.053237], [2.598710, -2.081883, -1.773105], [2.052507, -2.435852, -3.424593], [-3.529236, 0.514028, -2.593624], [-0.669367, -0.644349, 3.441472], [0.209052, -1.128849, 2.627152], [1.386509, -0.739898, 2.541478], [-0.226178, -2.385858, 1.853983], [-1.533748, -2.969808, 2.367418], [-2.615586, -1.673686, 3.377191], [-2.388055, -1.644891, 5.334533], [-2.443545, -2.821841, 6.076828], [-2.240325, -2.825418, 7.452851], [-1.992310, -1.634006, 8.117486], [-1.933434, -0.448302, 7.394833], [-2.118066, -0.459059, 6.019641], [-3.346323, -0.029099, 2.611936], [-4.220166, 0.754958, 3.365424], [-4.763606, 1.926076, 2.850677], [-4.447114, 2.321778, 1.556012], [-3.597755, 1.540264, 0.784398], [-3.055190, 0.373116, 1.311035], [-4.418537, -2.693779, 3.320213], [-4.900216, -3.097519, 2.068222], [-6.138387, -3.703462, 1.906909], [-6.953699, -3.923781, 3.010633], [-6.514500, -3.520814, 4.262261], [-5.268852, -2.915393, 4.404588], [0.601980, -3.096525, 1.891439], [-0.324964, -2.083129, 0.787500], [-1.353759, -3.771292, 3.094303], [-2.133292, -3.409388, 1.569720], [-2.656275, -3.759863, 5.572578], [-2.278344, -3.757950, 8.005521], [-1.836237, -1.628792, 9.190612], [-1.725483, 0.486155, 7.904118], [-2.026713, 0.463389, 5.458789], [-4.485175, 0.448565, 4.373758], [-5.430048, 2.527856, 3.459379], [-4.861161, 3.239263, 1.150893], [-3.307999, 1.827353, -0.219714], [-2.365054, -0.195851, 0.686688], [-4.298965, -2.916354, 1.181700], [-6.472398, -3.997794, 0.917761], [-7.923738, -4.394358, 2.893173], [-7.145160, -3.674164, 5.132296], [-4.959065, -2.603937, 5.397302]], "forces_ev_per_angstrom": [[0.024, 0.009, -0.089], [-0.036, -0.098, 0.043], [-0.056, 0.047, -0.012], [0.030, 0.005, 0.076], [0.076, -0.040, -0.107], [0.023, 0.053, 0.004], [0.025, -0.014, -0.023], [-0.002, -0.002, -0.011], [0.019, 0.003, 0.009], [-0.003, 0.013, 0.006], [0.000, 0.003, -0.022], [-0.093, -0.055, 0.063], [-0.042, 0.018, 0.029], [0.035, -0.005, 0.000], [0.018, -0.007, 0.003], [-0.051, -0.017, -0.024], [0.014, 0.053, 0.060], [-0.023, -0.016, -0.035], [0.069, -0.074, -0.053], [-0.069, 0.060, 0.073], [-0.003, -0.015, -0.003], [0.038, 0.016, -0.114], [0.095, 0.039, 0.083], [-0.136, 0.007, -0.111], [-0.012, -0.015, -0.032], [-0.007, 0.007, 0.002], [-0.019, 0.000, 0.004], [-0.007, 0.005, -0.003], [0.003, -0.008, -0.003], [-0.004, -0.004, -0.005], [0.004, 0.006, 0.011], [-0.001, -0.010, 0.008], [0.007, 0.013, -0.006], [0.010, 0.007, 0.006], [-0.011, -0.009, -0.022], [0.017, -0.104, 0.168], [0.099, 0.020, 0.043], [-0.025, 0.148, -0.023], [0.025, -0.047, -0.034], [-0.052, -0.072, 0.021], [0.016, 0.047, 0.074], [-0.003, -0.024, 0.009], [-0.004, -0.010, -0.009], [0.010, 0.014, 0.023], [-0.001, -0.002, 0.013], [-0.004, -0.010, -0.026], [-0.047, 0.061, 0.041], [-0.029, 0.036, 0.021], [0.034, -0.044, -0.007], [-0.016, 0.028, -0.013], [0.016, 0.009, -0.012], [0.018, 0.010, -0.062], [-0.004, -0.013, -0.088], [0.031, 0.009, 0.018], [-0.028, -0.009, 0.004], [-0.011, -0.007, -0.020], [-0.002, 0.003, 0.000], [0.014, 0.014, 0.073], [0.010, 0.006, 0.000], [-0.001, -0.022, -0.004], [0.009, -0.012, -0.012], [-0.010, 0.002, -0.004], [0.005, -0.003, 0.003], [-0.002, -0.004, -0.006], [-0.002, 0.001, -0.002], [0.001, 0.000, -0.001], [0.003, 0.004, -0.003], [0.001, 0.003, 0.000], [-0.004, 0.004, 0.000], [0.000, -0.001, 0.005], [-0.004, 0.002, -0.004], [0.015, -0.014, 0.018], [0.009, -0.002, -0.002], [0.002, 0.002, -0.002], [0.004, -0.002, -0.004], [0.006, 0.005, 0.006], [-0.006, -0.002, -0.005]]}


Which formula does entry 1 have? C32H36AlFN4OSeSi